Arrangement P

A cluster of 9 separate species, C6H28O9 in total. Source: OMol25; level of theory: ωB97M-V/def2-TZVPD.

Each line ends with the Löwdin charge.
Geometry (Å):
C 1.4516 1.7180 2.3374  -0.1068
C 2.0299 1.3678 0.9640  -0.2434
C 1.7035 -0.0797 0.5511  -0.2091
C -1.4847 -1.9981 -0.6941  -0.1834
O -2.0430 -1.2693 -1.8174  -0.0895
C -0.1237 -1.5135 -0.1682  -0.1213
C 0.2532 -0.2898 0.1967  -0.1119
H 1.8440 0.9921 3.1074  0.0774
H 1.7277 2.6671 2.7641  0.0661
H 0.3667 1.5204 2.4069  0.0393
H 3.1321 1.4687 0.8788  0.1151
H 1.4612 2.0511 0.3081  0.0882
H 2.1814 -0.2698 -0.4377  0.1164
H 2.1874 -0.7622 1.2373  0.1109
H -1.3630 -2.9970 -1.1026  0.1175
H -2.2173 -2.0252 0.1217  0.1199
H -2.3900 -0.4218 -1.5162  0.0767
H 0.5329 -2.3498 0.0911  0.0904
H -0.4662 0.5447 0.1596  0.1015
H -3.6383 1.1970 -0.6378  0.0220
H -2.4000 2.1669 -0.4949  -0.0140
O -3.2993 2.0733 -0.8403  -0.0603
H -0.5051 -0.7815 -4.3608  0.0694
H -0.7936 -1.0603 -2.8492  0.0021
O -0.0747 -0.9195 -3.5093  -0.0619
H -1.5361 2.4226 2.0918  0.0416
H -2.7748 1.5678 2.3866  0.0583
O -1.7975 1.5636 2.4488  -0.0718
H 1.0138 1.9088 -3.7668  0.0575
H 0.2967 0.6694 -2.9218  0.0174
O 0.4657 1.6308 -3.0367  -0.0618
H 3.0825 -2.5247 -2.0700  0.0253
H 1.5904 -2.5638 -2.5623  -0.0013
O 2.4616 -2.9610 -2.6554  -0.0573
H 0.2504 -2.4520 2.7553  0.0000
H -0.1758 -3.8869 2.0784  0.0456
O 0.1937 -3.0140 1.9335  -0.0915
H -0.9908 3.7961 -1.2219  0.0442
H -0.0904 2.6274 -1.7991  0.0108
O -0.5477 2.9773 -0.9819  -0.0988
H 0.8363 -0.7548 3.1579  0.0221
H -0.6154 -0.8251 3.6818  0.0730
O 0.2646 -1.2111 3.7861  -0.0245

Output
LUMO (eV): 0.1
Gap between HOMO and LUMO (Eh): 0.3380
Structure (SMILES): CCC/C=C/CO.O.O.O.O.O.O.O.O
HOMO (Eh): -0.33341

---

Arrangement Q

A cluster of 9 separate species, C6H28O9 in total. Source: OMol25; level of theory: ωB97M-V/def2-TZVPD.

Each line ends with the Löwdin charge.
Geometry (Å):
C -2.6694 -1.8644 -0.9213  -0.2699
O -2.4539 -1.9079 0.4704  -0.1112
C -2.6523 -0.5932 -1.7581  -0.1650
C -1.2408 0.0035 -2.1002  -0.2174
C -0.1780 -1.0325 -2.1020  -0.1683
C 0.9351 -0.9931 -1.3715  -0.1656
C 2.0305 -1.9374 -1.5763  -0.0922
H -3.7048 -2.3512 -0.9653  0.1317
H -2.0233 -2.6701 -1.3850  0.1268
H -2.4257 -1.0497 0.9523  0.0497
H -3.2282 0.2916 -1.4003  0.1201
H -3.1698 -0.9200 -2.6447  0.0988
H -0.9457 1.0354 -1.6294  0.1132
H -1.1767 0.4141 -3.1646  0.1217
H -0.4015 -1.7836 -3.0465  0.1774
H 1.0886 -0.2377 -0.6004  0.0852
H 3.0665 -1.3931 -1.5930  0.1148
H 2.0633 -2.6142 -0.8176  0.0384
H 2.1351 -2.3783 -2.5165  0.0540
H 0.9075 2.9194 -2.3793  0.0146
H 0.3560 3.1870 -0.9621  0.0283
O 1.1617 3.1568 -1.5337  -0.0302
H -2.4765 0.4101 3.0027  0.1183
H -1.3334 0.6282 1.9533  -0.0279
O -2.2334 0.2846 2.0263  -0.0738
H 0.3524 0.8643 2.4333  0.0308
H 0.6202 0.9880 0.9577  0.0413
O 0.1385 1.4779 1.6727  -0.1135
H 4.7026 1.0818 0.7957  -0.0228
H 3.8743 0.3445 -0.1687  0.0001
O 4.7933 0.4481 0.1322  -0.0610
H -0.3959 -3.1603 2.2215  0.0819
H -0.8838 -2.3351 0.9117  0.0493
O -0.0950 -2.5552 1.5155  -0.0741
H -1.5088 2.2062 0.3369  -0.0098
H -1.1486 3.5983 0.7016  0.0630
O -1.1893 2.9929 -0.0297  -0.0262
H 2.1013 2.1816 -0.4417  -0.0224
H 2.6488 2.4385 0.9451  0.1308
O 2.4461 1.6748 0.2823  -0.0984
H 0.8419 -1.2924 3.5696  0.0597
H 0.0121 -1.2801 2.4306  -0.0140
O 0.2699 -0.6497 3.1490  -0.0858

Output
LUMO (eV): 0.3
Gap between HOMO and LUMO (Eh): 0.3515
Structure (SMILES): C/C=C/CCCO.O.O.O.O.O.O.O.O
HOMO (Eh): -0.33949

---

The data favor arrangement P; the next most stable structure lies 0.697 eV above it.

---

Arrangement P

A cluster of 6 separate species, C12H36O6 in total. Source: OMol25; level of theory: ωB97M-V/def2-TZVPD.

Each line ends with the Löwdin charge.
Geometry (Å):
O -4.4761 2.6262 -0.0761  -0.0541
H -3.7741 1.9756 -0.0886  0.0103
H -5.2443 2.1565 -0.4008  0.0266
O -1.6490 0.0760 -0.1529  -0.0443
H -0.7106 0.2467 -0.0719  0.0269
H -1.7597 -0.8165 0.1748  0.0280
C -1.9690 -0.6956 -7.5309  -0.0600
C -0.8393 0.1315 -6.9599  -0.5448
C -1.1736 0.4549 -5.4847  -0.0595
O 0.3268 -0.5421 -6.9663  -0.0318
H -2.1367 -1.5942 -6.9372  0.0858
H -1.7560 -1.0527 -8.5385  0.0713
H -2.8675 -0.0917 -7.6583  0.0801
H -0.6204 1.0871 -7.4365  0.1372
H -1.8888 1.2770 -5.4570  0.0765
H -0.3087 0.7677 -4.8997  0.0682
H -1.5007 -0.2860 -4.7552  0.0758
H 0.7342 -0.5143 -7.8352  0.1014
C 4.7722 1.2023 -0.3891  -0.0586
C 3.4584 1.9461 -0.7507  -0.4987
C 3.4787 2.5608 -2.1317  -0.0689
O 2.4826 0.9449 -0.6870  -0.0555
H 4.7814 0.9015 0.6586  0.0728
H 5.6426 1.8566 -0.4366  0.0718
H 4.9156 0.3245 -1.0191  0.0780
H 3.3282 2.7683 -0.0470  0.1373
H 3.6511 1.8164 -2.9091  0.0768
H 4.2735 3.2791 -2.3328  0.0812
H 2.5011 2.9776 -2.3736  0.0816
H 2.5948 0.3803 -1.4552  0.0875
C -1.6853 -5.2877 1.7884  -0.0465
C -2.9239 -4.5979 2.4289  -0.4596
C -3.5604 -5.4647 3.5153  -0.0695
O -2.4073 -3.4628 3.1354  -0.0790
H -0.7894 -4.6674 1.7611  0.0759
H -1.9089 -5.7801 0.8420  0.0728
H -1.3480 -6.0964 2.4367  0.0645
H -3.6583 -4.3003 1.6805  0.1268
H -2.7440 -5.8787 4.1071  0.0772
H -4.1610 -6.2276 3.0201  0.0787
H -4.1831 -4.9287 4.2316  0.0747
H -3.0705 -2.7927 3.3165  0.0849
C 2.6642 3.4757 5.2514  -0.0649
C 1.3784 2.8828 5.8097  -0.5002
C 0.4457 2.5464 4.6275  -0.0752
O 1.6733 1.6713 6.4388  -0.0427
H 2.6244 4.3429 4.5923  0.0782
H 3.1856 2.6465 4.7732  0.0799
H 3.2902 3.7794 6.0905  0.0747
H 0.8280 3.6008 6.4176  0.1352
H -0.5045 2.0505 4.8258  0.0769
H 0.9088 1.8693 3.9097  0.0771
H 0.1928 3.4860 4.1364  0.0784
H 1.4866 0.9689 5.8116  0.0829

Output
LUMO (eV): 0.3
Gap between HOMO and LUMO (Eh): 0.3873
Structure (SMILES): CC(C)O.CC(C)O.CC(C)O.CC(C)O.O.O
HOMO (Eh): -0.37598

---

Arrangement Q

A cluster of 6 separate species, C12H36O6 in total. Source: OMol25; level of theory: ωB97M-V/def2-TZVPD.

Each line ends with the Löwdin charge.
Geometry (Å):
C 1.7999 1.3794 3.5474  -0.0920
C 1.6652 2.8523 3.2641  -0.3699
O 2.6447 3.5410 3.9129  -0.0626
H 0.8857 0.8241 3.3378  0.0713
H 2.0526 1.1755 4.5879  0.0748
H 2.5931 0.8657 3.0043  0.0685
H 0.7685 3.3422 3.6434  0.1206
H 1.7539 2.9815 2.1854  0.1015
H 3.4481 3.3146 3.4387  0.0890
C -3.5524 -2.7849 2.0164  -0.0738
C -3.0338 -2.1229 0.7256  -0.3478
O -1.7346 -1.7389 0.9646  -0.0878
H -4.6405 -2.7320 1.9807  0.0653
H -3.2334 -2.2197 2.8922  0.0728
H -3.1939 -3.8139 2.0421  0.0686
H -3.6170 -1.2561 0.4148  0.0984
H -3.0638 -2.8176 -0.1138  0.1033
H -1.3169 -1.0329 0.4659  0.0253
C 1.3559 0.2453 -1.6912  -0.0751
C 0.8868 -0.1327 -0.2915  -0.3079
O -0.4234 0.2560 -0.3261  -0.0905
H 2.3657 -0.1073 -1.9011  0.0807
H 1.1502 1.3147 -1.7393  0.0692
H 0.6797 -0.1228 -2.4627  0.0815
H 1.5533 0.4005 0.3863  0.1087
H 0.9577 -1.2078 -0.1264  0.1164
H -0.5605 1.0436 -0.8575  0.0940
C 1.4258 -6.7780 -1.1029  -0.0842
C 0.7689 -5.6113 -0.3601  -0.3651
O 1.4487 -4.4163 -0.5981  -0.0663
H 2.4479 -6.5940 -0.7718  0.0746
H 1.2772 -6.7440 -2.1822  0.0724
H 1.0527 -7.7203 -0.7017  0.0719
H 0.8816 -5.8803 0.6902  0.1097
H -0.2872 -5.5932 -0.6288  0.1072
H 1.1968 -3.9470 0.2005  0.0756
C 2.8354 4.8482 -0.8908  -0.0581
C 3.4655 3.8239 -1.8747  -0.3269
O 3.9379 2.7083 -1.1880  -0.0961
H 1.7479 4.7888 -0.8483  0.0651
H 3.1209 5.8870 -1.0566  0.0665
H 3.1475 4.6759 0.1393  0.0627
H 4.2683 4.2348 -2.4869  0.1003
H 2.8467 3.3980 -2.6645  0.0989
H 4.2546 2.0308 -1.7899  0.0816
C -3.7888 1.0140 -2.2884  -0.0769
C -4.4313 1.8993 -1.2083  -0.3170
O -4.1526 3.2766 -1.4529  -0.0797
H -2.7119 0.8490 -2.2527  0.0596
H -4.1308 1.2806 -3.2884  0.0726
H -4.3236 0.0643 -2.2826  0.0659
H -4.0737 1.6798 -0.2023  0.1006
H -5.4934 1.6664 -1.1325  0.1070
H -4.9214 3.7120 -1.0775  0.0758

Output
LUMO (eV): 0.5
Gap between HOMO and LUMO (Eh): 0.3719
Structure (SMILES): CCO.CCO.CCO.CCO.CCO.CCO
HOMO (Eh): -0.35240

---

The data favor arrangement P; the next most stable structure lies 1.670 eV above it.

---

Arrangement P

An isolated molecule of C5H8N4. Source: OMol25; level of theory: ωB97M-V/def2-TZVPD.

Each line ends with the Löwdin charge.
Geometry (Å):
C 1.0602 1.2049 1.6575  -0.0465
C 0.2867 1.2714 0.3779  -0.4621
C -0.4761 -0.8058 -1.9680  -0.1569
C -0.0621 -2.1316 -0.1916  -0.1584
C -0.2939 -1.1516 0.6780  -0.0852
H 1.7648 0.3105 1.4857  0.1040
H 0.3306 0.9914 2.4677  0.0915
H 1.6928 2.0967 1.7132  0.0788
H -0.3060 2.3558 -1.1651  0.0457
H -2.0517 0.1167 -1.1785  0.1417
H -0.5200 -0.5655 -3.0129  0.1088
H 0.1076 -3.1471 0.2229  0.1103
H -0.1827 -1.3210 1.7479  0.1123
N 0.2449 2.4056 -0.2755  0.1087
N -0.5334 0.1618 0.1727  -0.0826
N -1.0399 0.1818 -1.1442  0.0152
N -0.0217 -1.9739 -1.5877  0.0746

Output
LUMO (eV): 0.4
Gap between HOMO and LUMO (Eh): 0.3348
Structure (SMILES): [H]/N=C(/C)N1C=CN=CN1
HOMO (Eh): -0.31878

---

Arrangement Q

An isolated molecule of C5H8N4. Source: OMol25; level of theory: ωB97M-V/def2-TZVPD.

Each line ends with the Löwdin charge.
Geometry (Å):
C 1.8270 0.6997 -2.1043  -0.1768
C 0.3178 1.0814 -1.8534  -0.1848
C 1.5256 -0.6984 -1.3643  -0.1411
C -0.3912 -0.2139 0.2928  -0.2972
C -0.1870 -1.1424 1.3464  -0.0729
H 2.6743 1.2525 -1.4730  0.1199
H 2.2648 0.8189 -3.3537  0.1674
H 0.3140 2.0194 -1.1622  0.1169
H -0.5122 1.2864 -2.6693  0.1336
H 2.2707 -0.9205 -0.4882  0.1215
H 1.2328 -1.7250 -2.0037  0.1544
H 0.6291 -1.8378 1.4240  0.0673
H -2.0104 1.1185 0.4533  0.1207
N 0.1173 -0.1472 -1.0012  -0.0943
N -0.8396 -0.6643 2.5421  0.0039
N -1.5585 0.2242 2.1114  -0.0965
N -1.3501 0.5342 0.8289  0.0581

Output
LUMO (eV): 0.7
Gap between HOMO and LUMO (Eh): 0.3263
Structure (SMILES): c1nn[nH]c1N1CCC1
HOMO (Eh): -0.30028

---

The data favor arrangement P; the next most stable structure lies 2.408 eV above it.